ORCA calculation (ωB97M-V/def2-TZVPD) on a molecular structure, C16H52BrF7NO15S.

The geometry in XYZ format:
```
93
Properties=species:S:1:pos:R:3:lowdin_charge:R:1
O 0.969 -0.123 1.256 -0.33
S 0.259 -0.767 0.179 0.41
O -0.259 -2.043 0.625 -0.37
N 1.266 -0.812 -1.060 -0.62
Br 0.729 -2.163 -2.284 0.68
C -1.128 0.422 -0.209 -0.47
F -1.553 1.092 0.879 0.09
F -0.601 1.336 -1.053 0.08
C -2.373 -0.153 -0.932 -0.39
F -3.234 0.895 -1.069 0.12
F -2.130 -0.594 -2.146 0.15
C -3.164 -1.264 -0.147 -0.60
F -2.833 -2.445 -0.611 0.19
F -4.457 -1.129 -0.457 0.16
F -2.990 -1.231 1.142 0.21
C 1.514 4.497 -1.873 -0.13
O 1.008 3.671 -2.924 -0.14
H 2.171 5.252 -2.301 0.08
H 0.685 4.983 -1.362 0.06
H 2.077 3.886 -1.165 0.08
H 0.432 3.014 -2.511 0.08
C -2.701 4.436 2.728 -0.16
O -1.789 3.372 2.980 -0.13
H -2.697 5.115 3.579 0.08
H -2.389 4.977 1.830 0.07
H -3.710 4.039 2.589 0.07
H -1.809 2.795 2.206 0.05
C 4.200 -0.342 -2.993 -0.16
O 3.326 -1.425 -3.285 -0.23
H 3.739 0.261 -2.214 0.07
H 5.165 -0.716 -2.636 0.07
H 4.353 0.276 -3.885 0.07
H 3.738 -1.955 -3.975 0.06
C 0.504 -4.427 2.910 -0.16
O 0.016 -4.910 1.671 -0.14
H 0.836 -5.274 3.511 0.07
H 1.348 -3.753 2.734 0.07
H -0.290 -3.895 3.441 0.08
H -0.269 -4.136 1.167 0.05
C -4.320 0.339 4.252 -0.15
O -5.237 -0.727 4.024 -0.14
H -4.730 0.986 5.024 0.07
H -3.359 -0.057 4.585 0.08
H -4.183 0.914 3.332 0.07
H -4.857 -1.288 3.338 0.06
C 2.625 -5.588 -3.754 -0.16
O 2.583 -4.347 -3.059 -0.21
H 1.612 -5.858 -4.038 0.07
H 3.244 -5.501 -4.656 0.07
H 3.033 -6.361 -3.099 0.07
H 3.485 -4.122 -2.811 0.07
C -0.783 5.264 -5.695 -0.16
O -0.565 5.421 -4.301 -0.15
H -1.400 6.092 -6.047 0.07
H 0.170 5.277 -6.232 0.08
H -1.302 4.322 -5.895 0.08
H -0.012 4.671 -4.007 0.03
C 1.165 6.108 2.060 -0.15
O 0.701 5.300 0.987 -0.14
H 1.822 6.881 1.666 0.08
H 0.316 6.582 2.561 0.07
H 1.721 5.492 2.771 0.08
H 0.124 4.627 1.367 0.07
C 0.238 -7.109 -0.751 -0.14
O 0.616 -7.497 -2.075 -0.14
H 0.582 -6.094 -0.580 0.07
H -0.849 -7.142 -0.646 0.08
H 0.701 -7.774 -0.017 0.07
H 0.304 -8.396 -2.216 0.07
C 4.712 -3.382 2.612 -0.17
O 4.223 -4.199 1.553 -0.13
H 5.409 -2.657 2.203 0.07
H 3.881 -2.853 3.088 0.07
H 5.230 -4.003 3.349 0.07
H 3.610 -4.829 1.944 0.06
C -3.704 7.776 -3.874 -0.17
O -2.442 8.420 -3.970 -0.13
H -4.466 8.536 -3.712 0.07
H -3.926 7.236 -4.799 0.07
H -3.710 7.077 -3.034 0.08
H -1.781 7.732 -4.113 0.05
C 6.741 -0.202 4.039 -0.15
O 7.120 -1.572 3.949 -0.13
H 5.745 -0.095 3.617 0.08
H 6.725 0.120 5.084 0.07
H 7.439 0.422 3.473 0.07
H 8.002 -1.653 4.325 0.07
C -6.844 -3.932 2.640 -0.16
O -5.895 -3.951 1.578 -0.13
H -6.485 -4.584 3.433 0.08
H -6.951 -2.915 3.026 0.07
H -7.812 -4.297 2.284 0.07
H -6.224 -3.371 0.883 0.07
```

Summary:
* frontier orbital gap: 7.20 eV
* 2S+1: 1
* charge: -1